DFT (ωB97M-V/def2-TZVPD) results for a gas-phase ion, C6H6N (charge +1) in a non-equilibrium geometry.

Properties
SMILES: C=C=CC=[N+]=C=C
net charge: +1
energy above the lowest of the compared OMol25 structures with the same formula, charge and spin: 54.7 kcal/mol
LUMO energy: -6.11 eV

```
13
Properties=species:S:1:pos:R:3:forces:R:3:lowdin_charge:R:1
C -0.017950 -1.013959 -1.668484 0.1 -0.1 -0.5 0.1164
C -0.305683 -0.550705 -0.496491 0.8 0.3 -0.5 0.0270
C -1.168568 -0.584598 0.592197 -0.5 0.3 1.3 -0.0418
C -1.127238 0.246522 1.659851 -0.6 -1.0 -0.8 -0.0346
N -0.121871 1.180354 1.683083 1.4 1.3 -0.1 0.1626
C 0.713333 1.217062 0.811445 -1.4 -0.1 1.2 -0.0891
C 1.560743 1.051093 -0.173795 0.5 -0.5 -1.0 0.1152
H 0.890721 -0.856998 -2.223715 0.2 0.1 0.1 0.0989
H -0.754466 -1.619654 -2.194139 -0.2 0.0 0.2 0.1202
H -1.845419 -1.432891 0.602828 0.0 -0.1 0.0 0.1566
H -1.783901 0.213901 2.513844 0.0 -0.2 0.0 0.1373
H 1.453518 1.593885 -1.104027 -0.2 0.0 0.0 0.1151
H 2.506782 0.555988 -0.002597 0.1 0.0 0.2 0.1163
```
Forces are in eV/Å.

---

DFT (ωB97M-V/def2-TZVPD) results for 6 unconnected molecules or ions with the total composition C20H44NO10S5 in a non-equilibrium geometry.

Properties
net charge: +1
energy above the lowest of the compared OMol25 structures with the same formula, charge and spin: 25.9 kcal/mol
LUMO energy: -1.83 eV

```
80
Properties=species:S:1:pos:R:3:forces:R:3:lowdin_charge:R:1
N -1.598570 0.894511 -0.658322 4.1 -1.2 -2.8 0.3532
H -1.053727 1.572109 -0.178996 1.7 0.9 -0.3 0.1258
H -2.426858 1.304976 -0.640163 -5.6 1.2 0.6 0.0772
H -1.423508 0.051738 -0.182251 -0.8 -1.8 1.2 0.0696
H -1.395625 0.724727 -1.680495 0.8 0.8 1.4 0.1579
C -1.158666 3.312727 -6.096069 -4.4 1.7 6.6 -0.1573
C -0.964383 4.813260 -5.910858 1.5 0.5 -0.5 -0.1739
C -1.233993 5.117888 -4.338892 7.8 -0.4 -3.9 -0.1416
S -0.355580 3.772355 -3.520587 -0.8 -0.8 -6.0 0.6222
O -0.967443 3.250598 -2.402055 -2.3 -0.7 5.4 -0.3059
O 1.031239 3.952698 -3.615062 2.7 1.1 0.5 -0.2677
C -0.774864 2.553950 -4.770781 -4.6 4.6 -0.3 -0.1992
H -1.033060 2.707889 -6.864100 1.2 -1.8 -4.2 0.0644
H -2.247115 3.263708 -5.825044 0.2 -0.1 -1.4 0.1214
H -1.545939 5.508227 -6.599528 0.2 -1.2 1.1 0.1352
H 0.081547 5.004960 -6.222087 -0.2 0.5 0.8 0.1120
H -2.155831 5.015906 -4.183922 -7.6 -0.6 1.6 0.0158
H -0.842342 6.088983 -4.216346 0.4 1.0 1.0 0.0983
H -1.563413 1.882012 -4.449061 -0.5 0.4 0.3 0.1079
H -0.065463 1.951110 -4.908962 6.5 -4.4 -0.9 -0.0010
C 0.171667 -4.762806 -0.517512 0.4 -1.8 5.6 -0.1422
C -1.000059 -5.512552 -1.097718 -1.7 2.7 5.4 -0.1705
C -2.319269 -4.880450 -0.315544 2.9 -1.9 0.7 -0.1593
S -1.961433 -3.277859 0.262848 1.7 0.8 2.4 0.6147
O -2.186779 -3.227928 1.687233 -0.6 -0.5 0.2 -0.3201
O -2.442449 -2.176632 -0.482793 -1.4 1.3 -1.9 -0.3035
C -0.240965 -3.259942 0.077376 1.1 -5.1 -1.1 -0.2062
H 1.112696 -4.766699 -1.075207 -0.3 0.1 0.1 0.0977
H 0.288124 -5.583471 0.488282 0.6 2.9 -2.4 0.1842
H -1.010393 -6.546623 -1.014507 0.3 -1.9 0.9 0.0928
H -1.041497 -5.379619 -2.052617 -1.0 1.4 -6.0 0.0431
H -2.568146 -5.353963 0.668270 0.1 -0.2 -1.2 0.1235
H -3.052875 -4.883657 -1.023787 -2.5 0.1 -1.4 0.0663
H 0.292200 -2.932415 0.920300 0.3 -0.1 1.5 0.0508
H 0.100027 -2.671648 -0.666283 0.4 2.5 -2.7 0.0400
C 4.074995 1.120684 -1.146260 -0.1 -1.9 0.6 -0.2083
C 4.162943 -0.386349 -1.457542 -0.6 -1.6 -2.0 -0.1982
C 2.761850 -0.939253 -1.937340 0.2 0.1 0.2 -0.2089
S 2.067186 0.521649 -2.770989 2.6 -2.2 -1.7 0.6539
O 0.882757 0.889251 -2.116627 -3.1 1.0 1.4 -0.3288
O 2.035473 0.192269 -4.182391 0.0 0.8 0.4 -0.3149
C 3.333055 1.721628 -2.321097 -1.0 2.0 0.8 -0.2083
H 5.119579 1.360195 -1.157274 0.4 1.0 0.3 0.1121
H 3.646460 1.186111 -0.138018 -0.1 0.8 -0.5 0.0886
H 4.545845 -1.071145 -0.679782 0.2 0.7 -0.3 0.1094
H 4.789400 -0.437308 -2.393509 -0.2 -0.4 1.1 0.1297
H 2.089483 -1.241369 -1.133071 0.1 0.7 0.4 0.0481
H 2.694925 -1.849905 -2.590571 0.8 1.2 0.0 0.1160
H 2.873385 2.759003 -2.137140 0.2 -1.8 0.0 0.1307
H 3.978715 1.927412 -3.144021 0.6 -0.4 -0.8 0.0996
C -2.678595 0.348910 5.438555 1.2 -2.6 -0.8 -0.2258
C -2.619497 1.870627 5.335624 -0.6 -0.6 0.1 -0.2284
C -2.252490 2.195788 3.900221 1.3 1.8 0.6 -0.2362
S -3.060086 0.948990 2.910359 5.1 -2.5 2.0 0.5958
O -2.025563 0.303461 2.113977 -0.1 0.2 -0.3 -0.3503
O -4.159506 1.488571 2.298876 -4.3 2.2 -2.6 -0.2578
C -3.486787 -0.186800 4.197495 -3.0 1.4 2.2 -0.2202
H -3.201537 0.016751 6.360296 0.7 0.1 -0.5 0.1228
H -1.702201 -0.237050 5.266604 -0.8 1.4 1.1 0.1251
H -2.047624 2.341087 6.162427 -0.2 -0.2 -0.9 0.1367
H -3.645268 2.190117 5.372176 -0.7 0.3 0.9 0.1064
H -1.132875 2.262384 3.898592 -0.9 -0.5 -1.0 0.1207
H -2.677550 3.178138 3.568377 0.5 -0.8 0.3 0.1212
H -3.406485 -1.247963 3.841023 0.0 1.1 0.6 0.1213
H -4.576132 0.131702 4.602764 1.9 -1.2 -1.8 0.1575
C 1.321669 -1.775513 3.906331 3.0 1.9 1.5 -0.2261
C 2.869718 -1.924187 3.634546 -2.0 -5.9 -1.3 -0.1945
C 3.083050 -1.772285 2.079738 -3.5 -1.0 2.9 -0.1800
S 2.066755 -0.318292 1.936055 -1.9 -1.7 -1.0 0.6062
O 1.127729 -0.537902 0.872816 -0.6 0.2 -1.0 -0.3317
O 2.931620 0.776227 1.938932 1.8 2.7 0.0 -0.2739
C 1.078317 -0.368982 3.408793 -0.3 1.2 3.6 -0.2406
H 1.155028 -1.798228 4.994928 -0.2 -0.5 -0.5 0.1287
H 0.822265 -2.481369 3.370050 -1.7 -2.2 -1.2 0.0710
H 3.075718 -3.069410 3.783559 0.1 2.1 0.3 0.1495
H 3.381692 -1.390517 4.344364 1.7 1.6 1.1 0.0807
H 2.592893 -2.706683 1.658326 0.7 1.5 0.1 0.1290
H 4.073694 -1.638462 1.838571 2.0 0.5 -0.9 0.0724
H -0.060455 -0.100274 3.370504 2.4 -0.2 -0.7 0.1087
H 1.649200 0.220226 4.305992 -1.5 -0.5 -2.6 0.1655
```
Forces are in eV/Å.

---

The records above yield energy values of -286.54806; -3586.00316 a.u., respectively.